{"formula": "C3H14NO4", "method": "ωB97M-V/def2-TZVPD", "e_lumo_ev": -3.190, "de_lowest_kj_mol": 174.81, "orbital_gap_ev": 10.82, "total_charge": 1, "symbols": ["O", "C", "C", "N", "C", "H", "H", "H", "H", "H", "H", "H", "H", "H", "H", "O", "H", "H", "O", "H", "H", "O"], "xyz": [[-2.21173, -0.57539, 1.36998], [-2.06075, -1.07720, 0.29175], [-0.69167, -1.50766, -0.26476], [0.39837, -0.52979, -0.04953], [0.68552, 0.12632, -1.35240], [-2.91474, -1.50380, -0.23421], [-0.54109, -2.50709, 0.14837], [-0.83279, -1.85312, -1.28705], [0.12040, 0.16329, 0.68196], [1.24525, -0.97652, 0.38713], [0.16358, 1.03735, -1.63271], [0.36753, -0.38851, -2.25845], [1.82444, 0.13741, -1.42562], [-3.08689, 2.12068, -0.49794], [-2.00549, 2.29117, -1.60738], [-2.64640, 1.67993, -1.23742], [3.55472, -0.80758, 1.53627], [2.43575, -1.49657, 2.29814], [2.61815, -0.71621, 1.75490], [1.84226, 2.20845, 0.71964], [0.81953, 2.20208, 1.79800], [0.91605, 1.97279, 0.86133]], "atomic_forces_ev_per_a": [[0.616, 0.634, -0.336], [0.181, -0.970, 0.815], [-1.599, -0.944, 0.097], [-0.984, -0.829, -0.155], [2.698, 0.195, -1.453], [-0.240, 0.116, -0.507], [0.490, 0.256, 0.942], [0.362, 0.969, -0.428], [0.137, -0.059, -0.679], [-0.424, 0.622, -0.618], [0.354, 0.642, 1.496], [0.035, -1.338, 0.635], [-1.625, 0.792, -0.054], [0.208, 0.069, -0.260], [-0.183, 0.334, 0.112], [0.065, -0.483, 0.186], [-0.013, 0.106, 0.015], [0.085, 0.198, 0.148], [-0.101, -0.516, -0.192], [-0.046, -0.065, -0.300], [-0.311, -0.007, -0.134], [0.293, 0.279, 0.670]], "nbo_charge": [-0.49, 0.44, -0.36, -0.55, -0.44, 0.15, 0.26, 0.24, 0.49, 0.48, 0.26, 0.24, 0.23, 0.49, 0.47, -0.96, 0.50, 0.49, -0.96, 0.49, 0.49, -0.96]}